Record 1
The following is a DFT calculation (ωB97M-V/def2-TZVPD) of a 2-piece molecular cluster, C2H9N3O overall at a distorted geometry.

Geometry (Å):
C -1.65649 -1.37969 0.41605
N -0.72277 -0.45161 1.16690
C 0.47221 -0.02163 0.62311
N 1.43932 0.23866 1.45772
N 0.79709 0.14118 -0.67135
H -2.02597 -0.72522 -0.46513
H -1.13939 -2.38510 0.29848
H -2.53334 -1.85129 0.87005
H -1.06971 -0.06782 2.02690
H 1.23629 0.56607 2.45785
H 2.29806 0.40960 0.95505
H 1.79173 -0.02092 -0.69129
H -0.28298 2.01533 -3.23575
H 0.74358 1.42112 -2.25344
O 0.65237 2.11131 -2.95516

Output
**Kohn-Sham gap (spin up / spin down)**: 3.157 / 8.688 eV
**<S²>**: 0.750
**Energy above the lowest of the compared OMol25 structures with the same formula, charge and spin**: 30.2 kcal per mole
**LUMO energy (spin up / spin down)**: 0.1514 / 0.1487 Ha
**Electronic energy**: -321.0165 Ha
**Net charge**: -1
**Spin multiplicity**: 2

Record 2
The following is a DFT calculation (ωB97M-V/def2-TZVPD) of CH3ClFNS as an isolated structure at a distorted geometry.

Geometry (Å):
C -0.49502 -0.81993 -0.51432
N 0.44287 0.17052 0.00734
F 0.29174 -1.53068 -1.31455
S -2.24156 -0.54410 -2.10738
Cl -1.30611 -0.93580 -3.86906
H -1.16710 -1.35343 0.12699
H 1.09958 0.37687 -0.75257
H 0.00662 0.96942 0.40328

Output
**Kohn-Sham gap**: 8.579 eV
**Energy above the lowest of the compared OMol25 structures with the same formula, charge and spin**: 22.4 kcal per mole
**LUMO energy**: -0.0019 Ha
**Electronic energy**: -1052.8401 Ha
**Spin multiplicity**: 1

Record 3
The following is a DFT calculation (ωB97M-V/def2-TZVPD) of a 2-piece molecular cluster, C4H8N2O overall at a distorted geometry.

Geometry (Å):
C 2.52859 0.57206 -0.37858
C 1.36209 -0.34874 -0.45567
O 1.07242 -1.06285 -1.38463
C 0.64867 -0.33018 0.84643
N 0.42571 -0.37608 1.98590
H 3.23785 0.10242 0.31239
H 2.97300 0.72120 -1.35988
H 2.19813 1.50919 0.07823
C -2.48669 0.23540 0.24557
N -1.27441 -0.39242 -0.21763
H -2.87942 0.90621 -0.52001
H -2.25898 0.81566 1.15014
H -3.24538 -0.51361 0.49564
H -1.22342 -0.65938 -1.18974
H -1.07814 -1.17888 0.39185

Output
**Kohn-Sham gap**: 9.390 eV
**Energy above the lowest of the compared OMol25 structures with the same formula, charge and spin**: 62.8 kcal per mole
**LUMO energy**: 0.0087 Ha
**Electronic energy**: -341.9035 Ha
**Structure (SMILES)**: CC(=O)C#N.CN
**Spin multiplicity**: 1

Record 4
The following is a DFT calculation (ωB97M-V/def2-TZVPD) of one molecule with the formula C4H2Cl2 at a distorted geometry.

Geometry (Å):
C -2.27661 0.74813 0.00683
C -1.09738 0.57354 -0.01716
C 0.70681 0.26380 -0.03233
Cl 1.58921 1.69634 -0.05549
C 1.12505 -0.98414 0.00825
Cl 2.80696 -1.36445 0.01896
H -3.31875 0.89952 0.03996
H 0.46471 -1.83273 0.03099

Output
**Kohn-Sham gap**: 10.524 eV
**Energy above the lowest of the compared OMol25 structures with the same formula, charge and spin**: 33.9 kcal per mole
**LUMO energy**: 0.0277 Ha
**Electronic energy**: -1073.8587 Ha
**Structure (SMILES)**: C#C/C(Cl)=C/Cl
**Spin multiplicity**: 1